1.
{"formula": "C54H41F2GeMnN7O4S3", "method": "wB97M-V/def2-TZVPD", "species": ["Mn", "S", "C", "C", "C", "C", "C", "C", "N", "C", "C", "C", "C", "C", "C", "C", "C", "N", "C", "C", "C", "C", "C", "S", "C", "H", "H", "H", "H", "H", "H", "H", "H", "H", "H", "H", "H", "C", "N", "C", "C", "N", "C", "S", "C", "C", "C", "C", "C", "N", "H", "H", "H", "H", "H", "H", "H", "H", "H", "F", "F", "C", "C", "N", "C", "C", "O", "O", "C", "O", "N", "C", "O", "H", "H", "H", "H", "C", "Ge", "C", "C", "C", "C", "C", "C", "C", "C", "C", "C", "C", "C", "C", "C", "C", "C", "C", "C", "H", "H", "H", "H", "H", "H", "H", "H", "H", "H", "H", "H", "H", "H", "H", "H"], "xyz": [[0.57451, 0.53712, 0.22340], [-0.30257, -3.57750, -4.12949], [-0.46412, -5.08059, -4.95091], [0.34635, -6.03034, -4.41232], [1.11572, -5.54778, -3.32676], [0.88838, -4.22054, -3.03528], [1.47980, -3.41232, -1.99112], [1.22919, -2.02755, -1.89055], [1.69844, -1.23756, -0.95564], [2.59561, -1.76617, -0.06567], [2.92964, -3.15199, -0.08158], [3.86970, -3.64702, 0.88394], [4.47920, -2.81415, 1.75097], [4.19957, -1.40561, 1.74877], [4.83762, -0.52204, 2.59651], [4.52820, 0.85209, 2.55265], [3.53592, 1.24442, 1.63006], [2.88229, 0.43307, 0.83595], [3.21796, -0.90238, 0.84613], [5.16674, 1.81460, 3.41599], [4.88784, 3.14838, 3.61290], [5.71807, 3.77307, 4.57154], [6.63842, 2.93331, 5.11629], [6.50175, 1.34659, 4.45131], [2.33663, -3.96697, -1.02572], [-1.15440, -5.16586, -5.77476], [0.39939, -7.04676, -4.78011], [1.82396, -6.15635, -2.78265], [0.61663, -1.55343, -2.65321], [4.08521, -4.71074, 0.89322], [5.19276, -3.18604, 2.47899], [5.57831, -0.89427, 3.29615], [3.28905, 2.29595, 1.53876], [4.09165, 3.66308, 3.09418], [5.62129, 4.81141, 4.85889], [7.38349, 3.13544, 5.86884], [2.56527, -5.02674, -1.03336], [5.29806, 2.77078, -2.85626], [3.98647, 3.20686, -2.46441], [3.65491, 4.47140, -2.00405], [2.33617, 4.46781, -1.75645], [1.85567, 3.20514, -2.04573], [2.86276, 2.42668, -2.53529], [2.77948, 0.92942, -3.25847], [0.46646, 2.87324, -1.91645], [-0.37586, 3.59522, -2.73036], [-1.74811, 3.18698, -2.82126], [-2.21851, 2.21746, -2.02658], [-1.35027, 1.59339, -0.96606], [0.09689, 1.91185, -1.07486], [5.55252, 3.13496, -3.85596], [5.29484, 1.68333, -2.87799], [6.03546, 3.12787, -2.13649], [4.38931, 5.24331, -1.85731], [1.69665, 5.21970, -1.33748], [0.02998, 4.35678, -3.37950], [-2.37789, 3.65954, -3.56855], [-3.24048, 1.85175, -2.07897], [-1.72397, 1.93614, 0.02053], [0.31700, -0.69292, 1.48829], [-3.82303, 2.51083, 3.51953], [-2.62900, 2.72609, 4.10033], [-1.63403, 3.29669, 3.39841], [-0.42832, 3.59658, 3.96600], [0.62160, 4.16140, 3.13381], [0.99923, 3.28691, 1.90005], [1.82840, 3.82269, 1.16384], [0.40998, 2.18403, 1.82024], [-0.16418, 3.30302, 5.28985], [0.85653, 3.62213, 5.86742], [-1.18386, 2.63441, 5.93767], [-2.45810, 2.31010, 5.46606], [-3.26172, 1.75315, 6.18779], [-1.74944, 3.54735, 2.35408], [1.50920, 4.28559, 3.74446], [0.32747, 5.14013, 2.75077], [-0.98426, 2.35735, 6.88567], [-1.22928, 0.07197, -0.93362], [-2.81810, -1.04339, -0.78098], [-2.56771, -2.72631, 0.22843], [-1.28542, -3.21117, 0.47558], [-1.09949, -4.44021, 1.09281], [-2.19572, -5.20185, 1.47247], [-3.48057, -4.72753, 1.23788], [-3.66114, -3.49718, 0.62172], [-3.30733, -1.67695, -2.61638], [-3.90071, -2.91952, -2.83234], [-4.21143, -3.35730, -4.11175], [-3.93347, -2.55386, -5.20952], [-3.33854, -1.31533, -5.01434], [-3.03065, -0.88511, -3.73094], [-4.51856, -0.28501, -0.07636], [-5.64803, -0.18295, -0.88623], [-6.84642, 0.30920, -0.38730], [-6.93298, 0.71535, 0.93745], [-5.81787, 0.61656, 1.75859], [-4.62489, 0.11957, 1.25432], [-0.82658, -0.20441, -1.91122], [-0.42985, -2.60365, 0.20013], [-0.09303, -4.79881, 1.27406], [-2.05267, -6.15687, 1.96492], [-4.33963, -5.32061, 1.53167], [-4.66767, -3.12544, 0.45116], [-4.10418, -3.56727, -1.98790], [-4.65507, -4.33674, -4.25223], [-4.16891, -2.89245, -6.21222], [-3.09806, -0.68575, -5.86333], [-2.54959, 0.07832, -3.59099], [-5.58559, -0.49931, -1.92214], [-7.71911, 0.37175, -1.02747], [-7.86356, 1.11082, 1.32711], [-5.87882, 0.92593, 2.79533], [-3.75674, 0.04254, 1.90100]], "mulliken_charge": [1.0280, 0.1493, -0.4810, -0.5776, -0.6943, 0.4913, 1.0271, -1.7673, 0.5523, -0.5908, 0.6635, -1.0775, -1.1527, 0.7722, -0.9347, 0.3010, -0.7572, 0.3657, -0.5288, 0.5270, -0.3597, -0.7128, -0.3515, -0.2633, -0.7784, 0.4303, 0.3639, 0.3726, 0.7741, 0.3751, 0.3631, 0.3288, 0.7319, 0.4672, 0.3584, 0.4145, 0.2159, -1.0224, 0.2641, -0.7785, -0.5367, 0.9114, 0.0230, -0.4164, -0.5042, -0.7953, -0.7579, -1.4165, 1.3797, 0.7151, 0.3109, 0.3094, 0.3580, 0.4577, 0.4251, 0.4100, 0.3599, 0.6918, -0.2880, -0.7381, -0.3411, 0.4471, -0.2334, 0.1886, -1.1403, 0.8290, -0.6734, -0.8216, 0.5102, -0.6783, -0.0384, 0.3396, -0.6871, 0.4453, 0.3352, 0.1798, 0.2144, -0.6452, 2.2143, -0.0612, -0.1814, -0.8597, -0.6064, -0.7298, -0.6150, 0.2674, -0.3312, -0.5628, -0.5746, -0.5601, -0.1322, -0.0895, -0.3275, -0.6610, -0.4768, -0.6353, -0.4934, 0.3982, 0.3901, 0.4787, 0.3435, 0.3844, 0.4135, 0.2219, 0.3440, 0.3155, 0.3810, 0.1072, 0.3565, 0.3805, 0.3466, 0.4523, 0.4644], "fmax_ev_per_a": 1.401, "total_charge": -2, "multiplicity": 6, "molar_mass_da": 1113.7, "energy_ev": -201065.529}

2.
{"formula": "C21H31F5P2Sn", "method": "wB97M-V/def2-TZVPD", "species": ["P", "P", "C", "C", "H", "H", "H", "H", "C", "H", "H", "H", "C", "H", "H", "H", "C", "H", "H", "H", "C", "H", "H", "H", "Sn", "C", "C", "C", "C", "C", "C", "C", "C", "C", "H", "H", "H", "H", "H", "H", "H", "H", "H", "H", "H", "H", "H", "H", "H", "F", "C", "C", "C", "F", "C", "F", "C", "F", "C", "F"], "xyz": [[-1.52384, 2.73182, 0.54331], [0.16982, 1.09878, -2.61725], [-0.85624, 3.27300, -1.05025], [-1.12085, 2.29621, -2.20782], [0.20764, 3.55295, -0.96287], [-1.37272, 4.22781, -1.25295], [-2.06933, 1.75676, -2.04353], [-1.24679, 2.90676, -3.11620], [1.31228, 2.08252, -3.64646], [2.15397, 1.49035, -4.02449], [1.73951, 2.91667, -3.06827], [0.74968, 2.48016, -4.50346], [-0.71767, -0.07330, -3.64489], [-0.65746, 0.28748, -4.68389], [-1.77670, -0.12711, -3.34361], [-0.27818, -1.07724, -3.59144], [-0.98240, 4.01941, 1.66704], [-1.13497, 3.71868, 2.70986], [-1.59329, 4.90087, 1.43399], [0.07572, 4.26865, 1.49141], [-3.32521, 2.66471, 0.52068], [-3.71705, 2.20196, -0.39654], [-3.70907, 3.69068, 0.58858], [-3.69056, 2.11745, 1.40280], [-1.83526, -3.13215, 0.53268], [1.31192, 0.59191, -1.27105], [2.21787, 1.52346, -0.59597], [2.11445, 2.10012, 0.73635], [1.60380, 1.19182, 1.93242], [0.16698, 1.18230, 2.14644], [-0.88033, 1.18010, 1.12204], [-0.85683, -0.00842, 0.09744], [0.53361, -0.43013, -0.37212], [-1.91580, -3.33252, 2.72478], [1.96422, -0.00296, -1.95164], [3.16692, 1.66668, -1.13244], [1.55323, 3.05759, 0.76328], [3.12612, 2.44896, 1.01550], [2.02694, 0.17042, 1.84547], [2.07470, 1.57814, 2.86437], [-0.17861, 1.26639, 3.18698], [-1.80070, 0.95110, 1.70666], [-1.60620, 0.14286, -0.69787], [-1.28977, -0.89348, 0.64406], [1.13684, -0.65287, 0.50931], [0.47710, -1.42068, -0.85213], [-2.51063, -4.21692, 2.96874], [-2.36111, -2.42759, 3.14303], [-0.88874, -3.45442, 3.07808], [1.24429, -2.45166, 1.71477], [1.30328, -3.64334, 1.03218], [0.12317, -4.17096, 0.53253], [0.08065, -5.55026, 0.40670], [-1.15457, -6.11719, 0.24713], [1.21108, -6.36203, 0.59019], [1.10608, -7.70759, 0.54701], [2.43515, -5.76618, 0.89467], [3.53602, -6.52641, 1.09106], [2.48793, -4.39035, 1.10600], [3.63993, -3.79976, 1.48958]], "mulliken_charge": [1.1436, 1.1988, -1.0337, -1.2898, 0.4958, 0.5883, 0.4420, 0.6916, -1.6047, 0.4574, 0.4085, 0.4751, -1.4725, 0.4146, 0.4177, 0.3529, -1.4830, 0.3924, 0.4946, 0.3929, -1.3535, 0.3591, 0.4316, 0.4593, 0.3213, 0.7058, -1.6971, -0.4846, -0.9106, -1.6607, 0.4409, 0.6175, -0.4627, -1.3053, 0.6898, 0.3238, -0.0348, 0.5546, 0.0401, 0.5233, 0.3775, 0.4265, 0.3952, -1.4628, -0.2655, 0.6420, 0.3834, 0.3644, 0.3083, -0.2806, 0.8060, -0.6830, 0.6506, -0.3267, 0.1559, -0.2954, 0.5301, -0.2840, -0.1880, -0.2945], "fmax_ev_per_a": 3.256, "molar_mass_da": 559.1, "energy_ev": -60266.683, "de_lowest_ev": 5.854}

3.
{"formula": "CH3NS2", "method": "wB97M-V/def2-TZVPD", "species": ["C", "N", "S", "S", "H", "H", "H"], "xyz": [[0.52191, 0.05412, 0.54447], [-0.67059, 0.03928, 0.44269], [-1.87994, -0.72757, -0.42028], [-2.06620, 1.29327, -0.09223], [1.00569, 0.82212, 1.17836], [1.28219, -0.47667, -0.59621], [1.80695, -1.00456, -1.05680]], "mulliken_charge": [-0.0153, -0.0081, 0.0522, -0.0859, 0.2711, -0.4994, 0.2854], "fmax_ev_per_a": 5.315, "multiplicity": 3, "molar_mass_da": 93.2, "energy_ev": -24237.833, "de_lowest_ev": 5.159}